## w
C6H7NO in the gas phase, computed with wB97M-V/def2-TZVPD.

Structure (XYZ):
```
15
Properties=species:S:1:pos:R:3:lowdin_charge:R:1
C -1.31 0.25 1.40 0.01
C -0.37 -0.01 0.24 -0.61
C 1.07 -0.60 -1.12 -0.12
C 1.13 0.89 -1.17 -0.04
C 0.09 1.22 -0.34 -0.06
C -0.53 -0.77 -0.86 -0.25
H -1.54 -0.68 1.94 0.08
H -0.66 1.10 2.05 0.16
H -2.26 0.65 1.19 0.06
H 0.79 -1.81 0.68 0.19
H 1.94 -1.12 -1.54 0.14
H 2.07 1.27 -1.92 0.18
H -0.29 2.22 -0.02 0.13
N 0.94 -0.69 0.50 0.12
O -1.09 -1.94 -1.03 0.00
```

Results
SMILES: C[C@@]12C=C[C@@H](N1)C2=O
2S+1: 1

---

## x
A molecular structure, C6H7NO, computed with wB97M-V/def2-TZVPD.

Structure (XYZ):
```
15
Properties=species:S:1:pos:R:3:lowdin_charge:R:1
C -1.66 -0.18 -1.35 -0.04
C -0.62 -0.17 -0.25 -0.27
C 0.11 -0.36 1.94 -0.03
C 1.11 -0.01 1.08 -0.28
C 2.04 0.76 -0.52 -0.04
C 0.69 0.14 -0.22 -0.12
H -1.31 0.25 -2.30 0.07
H -2.60 0.39 -1.09 0.09
H -1.99 -1.20 -1.58 0.07
H -1.79 -1.13 1.25 0.17
H -0.04 -0.62 3.00 0.11
H 2.73 0.21 -1.19 0.13
H 1.95 1.84 -0.75 0.13
N -0.99 -0.48 1.06 0.03
O 2.39 0.55 0.92 -0.02
```

Results
2S+1: 1

---

Which of them is most stable? Easy: x.

---

## w
A gas-phase ion, C4H8NOS (charge -1), computed with wB97M-V/def2-TZVPD.

Structure (XYZ):
```
15
Properties=species:S:1:pos:R:3:lowdin_charge:R:1
O -0.16 3.17 0.12 -0.04
C -0.32 1.96 0.12 -0.40
N 0.45 1.09 -0.54 0.05
C 0.37 -0.40 -0.36 -0.47
C -1.03 -0.94 -0.60 -0.75
S -0.92 -2.67 -1.22 0.08
C 0.86 -0.73 1.05 -0.09
H -1.19 1.46 0.59 0.13
H 1.09 1.47 -1.22 0.13
H 1.09 -0.78 -1.04 0.09
H -1.55 -0.38 -1.36 0.02
H -1.63 -0.88 0.31 0.04
H 1.85 -0.30 1.20 0.07
H 0.20 -0.28 1.80 0.07
H 0.89 -1.81 1.16 0.06
```

Results
SMILES: C[C@@H](C[S-])NC=O
2S+1: 1
Charge: -1

---

## x
A gas-phase ion, C4H8NOS (charge -1), computed with wB97M-V/def2-TZVPD.

Structure (XYZ):
```
15
Properties=species:S:1:pos:R:3:lowdin_charge:R:1
O 1.54 1.54 -2.33 -0.05
C 1.24 0.78 -1.41 -0.37
N 0.34 1.18 -0.47 0.05
C -0.38 0.22 0.42 -0.47
C 0.57 -0.59 1.33 -0.75
S -0.33 -1.46 2.67 0.09
C -1.37 -0.64 -0.35 -0.09
H 1.70 -0.21 -1.37 0.13
H -0.04 2.11 -0.47 0.13
H -0.85 0.88 1.15 0.11
H 1.19 0.13 1.87 0.02
H 1.17 -1.34 0.80 0.03
H -2.32 -0.14 -0.57 0.06
H -0.81 -0.84 -1.27 0.06
H -1.66 -1.62 0.02 0.05
```

Results
SMILES: C[C@@H](C[S-])NC=O
2S+1: 1
Charge: -1

---

Which of them is most stable? Easy: w.

---

## w
A gas-phase ion, C3H9N2 (charge +1), computed with wB97M-V/def2-TZVPD.

Structure (XYZ):
```
14
Properties=species:S:1:pos:R:3:lowdin_charge:R:1
C -1.71 0.76 0.96 -0.06
C 0.52 0.04 -1.84 0.03
C 0.99 -0.54 0.65 0.05
N -1.01 0.43 -0.19 0.08
N 0.13 0.00 -0.46 -0.15
H -1.69 1.81 1.31 0.13
H -1.44 0.27 1.95 0.11
H -2.77 0.57 0.65 0.13
H 0.48 -0.99 -2.31 0.15
H 1.55 0.12 -1.85 0.07
H -0.11 0.79 -2.35 0.13
H 2.03 -0.10 0.74 0.13
H 1.24 -1.53 0.34 0.09
H 0.56 -0.46 1.70 0.12
```

Results
SMILES: CN=[N+](C)C
2S+1: 1
Charge: +1

---

## x
4 unconnected molecules or ions with the total composition C3H9N2, computed with wB97M-V/def2-TZVPD.

Structure (XYZ):
```
14
Properties=species:S:1:pos:R:3:lowdin_charge:R:1
C -0.92 -2.34 0.82 0.32
C -2.06 -2.04 1.60 -0.22
N -2.71 -0.91 1.68 0.25
C 0.70 2.19 -1.21 -0.27
N 1.91 1.76 -1.59 0.10
H -0.39 0.94 -0.82 0.30
H -0.46 -3.30 1.01 0.11
H -0.47 -1.56 0.20 0.09
H 4.65 1.84 -1.93 -0.02
H -2.38 -3.00 2.11 0.14
H -3.46 -0.98 2.38 0.11
H 0.55 2.36 -0.15 0.02
H 5.03 2.47 -2.08 0.01
H 0.03 2.56 -2.00 0.06
```

Results
2S+1: 1
Charge: +1

---

## y
A gas-phase ion, C3H9N2 (charge +1), computed with wB97M-V/def2-TZVPD.

Structure (XYZ):
```
14
Properties=species:S:1:pos:R:3:lowdin_charge:R:1
C 0.44 1.48 -0.34 -0.07
C -0.33 0.25 -0.07 -0.32
C 0.24 -1.04 -0.08 -0.13
N 1.57 -1.16 0.17 0.09
N -1.76 0.32 0.32 0.18
H 0.93 1.24 -1.34 0.11
H 1.28 1.74 0.37 0.12
H -0.07 2.41 -0.63 0.09
H -0.46 -1.98 -0.19 0.17
H 2.12 -0.71 -0.52 0.10
H 1.79 -2.12 0.41 0.11
H -1.91 1.40 0.26 0.21
H -2.03 0.14 1.26 0.14
H -2.43 -0.36 -0.19 0.21
```

Results
SMILES: C/C([NH3+])=C\N
2S+1: 1
Charge: +1

---

Which of them is most stable? Easy: y.

---

## w
A gas-phase ion, C3H9N2 (charge +1), computed with wB97M-V/def2-TZVPD.

Structure (XYZ):
```
14
Properties=species:S:1:pos:R:3:lowdin_charge:R:1
C 0.38 1.19 -0.21 -0.16
N 1.49 0.61 -0.90 0.06
H 0.59 1.53 0.82 0.14
H -0.35 1.97 -0.51 0.14
H 1.30 0.46 -1.89 0.11
H 2.39 0.79 -0.48 0.11
C 0.16 -1.31 0.89 0.06
C -1.76 -0.17 -0.25 0.18
N -0.54 -0.04 0.24 -0.10
H -0.01 -1.00 1.98 0.12
H -0.40 -2.24 0.63 0.11
H 1.17 -1.32 0.79 0.04
H -1.87 0.21 -1.27 0.13
H -2.53 -0.67 0.15 0.07
```

Results
SMILES: C=[N+](C)CN
2S+1: 1
Charge: +1

---

## x
A gas-phase ion, C3H9N2 (charge +1), computed with wB97M-V/def2-TZVPD.

Structure (XYZ):
```
14
Properties=species:S:1:pos:R:3:lowdin_charge:R:1
C -0.07 1.77 0.45 -0.07
C -0.15 0.28 0.33 -0.26
C 0.77 -0.76 0.17 -0.14
N 1.32 -1.20 -1.01 0.14
N -1.64 -0.18 0.19 0.21
H -0.84 2.35 -0.08 0.08
H 0.03 2.12 1.47 0.08
H 0.75 2.07 -0.22 0.09
H 1.02 -1.47 0.97 0.13
H 1.38 -0.50 -1.77 0.13
H 2.29 -1.49 -0.93 0.12
H -2.04 -0.59 1.06 0.17
H -2.24 0.48 -0.29 0.16
H -1.46 -0.99 -0.41 0.15
```

Results
SMILES: C/C([NH3+])=C/N
2S+1: 1
Charge: +1

---

## y
2 unconnected molecules or ions with the total composition C3H9N2, computed with wB97M-V/def2-TZVPD.

Structure (XYZ):
```
14
Properties=species:S:1:pos:R:3:lowdin_charge:R:1
C -1.29 -0.74 1.43 0.03
C -0.11 -1.07 0.49 -0.37
C 0.64 -0.09 0.07 0.44
N 1.08 3.04 -1.96 0.04
N 0.00 -2.43 0.13 0.16
H -2.22 -1.06 0.95 0.12
H -1.17 -1.34 2.33 0.11
H -1.39 0.30 1.73 0.10
H 1.61 -0.07 -0.42 0.14
H 0.99 2.22 -1.38 -0.05
H 0.69 3.86 -1.51 0.02
H 0.55 2.93 -2.82 0.02
H 0.99 -2.64 0.00 0.12
H -0.35 -2.93 0.95 0.12
```

Results
2S+1: 1
Charge: +1

---

Which of them is most stable? Easy: w.

---

## w
2 unconnected molecules or ions with the total composition C3H9N2, computed with wB97M-V/def2-TZVPD.

Structure (XYZ):
```
14
Properties=species:S:1:pos:R:3:lowdin_charge:R:1
C 1.77 0.55 -1.07 0.02
C 1.08 -0.07 0.14 -0.42
C 0.03 0.41 0.69 0.47
N -3.59 -0.10 -0.13 0.03
N 1.90 -1.01 0.76 0.19
H 2.80 0.70 -0.78 0.10
H 1.72 -0.16 -1.90 0.11
H 1.32 1.49 -1.39 0.10
H -0.41 0.41 1.68 0.14
H -3.57 0.17 -1.10 0.01
H -4.50 -0.18 0.28 0.01
H -2.88 0.28 0.47 -0.04
H 2.77 -0.65 1.13 0.14
H 1.55 -1.84 1.21 0.13
```

Results
2S+1: 1
Charge: +1

---

## x
A gas-phase ion, C3H9N2 (charge +1), computed with wB97M-V/def2-TZVPD.

Structure (XYZ):
```
14
Properties=species:S:1:pos:R:3:lowdin_charge:R:1
C 0.95 -0.55 -0.12 -0.16
C -0.50 1.42 0.29 -0.01
C -1.31 -1.06 -0.10 -0.01
N -0.27 -0.05 0.25 -0.16
N 2.06 0.05 -0.28 0.21
H 0.70 -1.64 -0.18 0.16
H -0.57 1.79 -0.71 0.08
H -1.57 1.47 0.83 0.15
H 0.31 1.97 0.86 0.11
H -2.18 -0.64 0.33 0.08
H -1.44 -1.22 -1.11 0.07
H -1.11 -2.05 0.36 0.12
H 2.94 -0.55 -0.14 0.20
H 2.00 1.06 -0.29 0.13
```

Results
SMILES: CN(C)C=[NH2+]
2S+1: 1
Charge: +1

---

## y
A gas-phase ion, C3H9N2 (charge +1), computed with wB97M-V/def2-TZVPD.

Structure (XYZ):
```
14
Properties=species:S:1:pos:R:3:lowdin_charge:R:1
C 1.30 0.61 0.13 -0.21
C -0.03 1.20 -0.03 0.01
C -1.53 -0.75 0.11 -0.02
N 1.28 -0.81 -0.08 0.00
N -1.18 0.63 -0.08 0.06
H 1.99 1.18 -0.51 0.14
H 1.62 0.84 1.16 0.16
H -0.04 2.28 -0.13 0.16
H -2.30 -0.82 0.88 0.11
H -1.97 -1.15 -0.81 0.11
H -0.65 -1.33 0.38 0.08
H 2.09 -1.27 0.33 0.11
H -2.00 1.23 -0.23 0.18
H 1.27 -1.04 -1.06 0.11
```

Results
SMILES: C/[NH+]=C\CN
2S+1: 1
Charge: +1

---

Which of them is most stable? Easy: y.

---

## w
2 unconnected molecules or ions with the total composition C5H16N2O, computed with wB97M-V/def2-TZVPD.

Structure (XYZ):
```
24
Properties=species:S:1:pos:R:3:lowdin_charge:R:1
C -1.66 1.15 -0.14 -0.12
C -0.62 2.07 0.54 -0.25
C 0.53 1.62 1.43 -0.20
C 0.83 0.14 1.35 -0.27
N 1.54 -0.17 0.10 -0.05
C 1.62 -1.61 0.00 -0.28
N 0.29 -2.34 -0.14 -0.01
H -1.33 1.03 -1.21 0.07
H -2.66 1.54 -0.21 0.06
H -1.85 0.15 0.29 0.07
H -1.34 2.58 1.24 0.11
H -0.47 2.93 -0.09 0.09
H 1.43 2.03 1.02 0.10
H 0.54 2.11 2.41 0.11
H 0.19 -0.61 1.71 0.09
H 1.66 0.08 2.13 0.13
H 1.08 0.26 -0.70 0.10
H 2.13 -1.85 -1.00 0.12
H 2.09 -2.06 0.85 0.10
H -0.35 -1.74 -0.65 0.01
H 0.30 -3.18 -0.69 0.05
H -1.44 -1.20 -1.96 -0.02
H -0.90 -1.68 -3.36 0.04
O -1.62 -1.23 -2.90 -0.05
```

Results
SMILES: CCCCNCN.O
2S+1: 1

---

## x
2 unconnected molecules or ions with the total composition C5H16N2O, computed with wB97M-V/def2-TZVPD.

Structure (XYZ):
```
24
Properties=species:S:1:pos:R:3:lowdin_charge:R:1
C 0.65 0.46 -0.88 -0.27
N 0.12 1.41 -1.85 -0.10
C 0.25 2.83 -1.40 -0.12
C 0.13 0.48 0.57 -0.22
C -1.33 0.13 0.83 -0.20
C -1.44 -1.25 1.45 -0.30
N -1.09 -1.30 2.89 -0.01
H 1.72 0.57 -0.77 0.11
H 0.49 -0.57 -1.21 0.09
H -0.88 1.24 -1.78 0.08
H -0.71 3.32 -1.32 0.07
H 0.88 3.34 -2.14 0.07
H 0.87 2.87 -0.50 0.06
H 0.42 1.43 1.02 0.09
H 0.83 -0.14 1.15 0.11
H -1.88 0.00 -0.11 0.11
H -1.87 0.87 1.39 0.10
H -2.43 -1.69 1.39 0.10
H -0.81 -1.96 0.90 0.10
H -0.83 -2.26 3.09 0.06
H -0.27 -0.74 3.06 0.05
H 1.99 -3.04 -1.03 0.04
H 2.98 -1.98 -1.73 0.04
O 2.08 -2.22 -1.50 -0.05
```

Results
SMILES: CNCCCCN.O
2S+1: 1

---

## y
2 unconnected molecules or ions with the total composition C5H16N2O, computed with wB97M-V/def2-TZVPD.

Structure (XYZ):
```
24
Properties=species:S:1:pos:R:3:lowdin_charge:R:1
C -1.05 0.15 -1.59 -0.12
N -1.01 -0.11 -0.16 -0.28
C -1.38 1.12 0.61 -0.08
C 0.23 -0.74 0.29 -0.21
C 1.46 0.16 0.43 -0.24
N 2.10 0.36 -0.87 -0.14
C 3.47 0.87 -0.82 -0.12
H -1.07 -0.82 -2.11 0.08
H -0.22 0.77 -1.94 0.07
H -2.01 0.61 -1.80 0.08
H -1.08 1.98 0.01 0.08
H -2.47 1.10 0.66 0.08
H -0.85 1.16 1.55 0.08
H 0.01 -1.25 1.22 0.11
H 0.50 -1.47 -0.49 0.11
H 2.16 -0.23 1.19 0.11
H 1.14 1.16 0.76 0.10
H 2.04 -0.46 -1.45 0.09
H 4.14 0.22 -1.37 0.07
H 3.49 1.90 -1.17 0.07
H 3.82 0.90 0.22 0.07
H -3.81 -1.46 1.03 0.04
H -2.54 -1.82 1.72 0.02
O -3.48 -1.67 1.92 -0.07
```

Results
SMILES: CNCCN(C)C.O
2S+1: 1

---

Which of them is most stable? Easy: x.

---

## w
A molecular structure, C19H29NO2S2Se2V, computed with wB97M-V/def2-TZVPD.

Structure (XYZ):
```
56
Properties=species:S:1:pos:R:3:lowdin_charge:R:1
V 0.34 -0.29 0.34 0.31
C -1.33 -4.88 2.06 -0.37
Se -1.55 -2.97 2.41 0.94
C 0.18 -2.67 3.34 -0.52
C 0.19 -1.30 3.98 -0.48
Se 0.68 0.15 2.75 1.02
C 2.61 0.01 2.98 -0.31
H -0.41 -5.05 1.49 0.02
H -2.19 -5.21 1.48 0.03
H -1.30 -5.42 3.00 0.03
H 0.98 -2.80 2.60 0.06
H 0.26 -3.45 4.09 0.08
H 0.92 -1.25 4.80 0.09
H -0.80 -1.06 4.38 0.07
H 2.85 0.31 4.00 0.05
H 3.07 0.71 2.28 0.03
H 2.96 -1.00 2.80 0.05
O 0.08 -2.45 -0.13 -0.22
C -1.00 -2.87 -0.98 -0.24
C -0.89 -2.42 -2.43 -0.13
C -0.99 -0.89 -2.64 -0.12
C 0.38 -0.28 -2.62 -0.25
C 0.98 0.17 -3.79 0.03
C 2.32 0.54 -3.79 0.01
C 3.05 0.38 -2.62 -0.01
C 2.38 -0.04 -1.48 -0.13
N 1.08 -0.32 -1.47 -0.06
H 0.87 -2.92 -0.45 0.13
H -1.91 -2.48 -0.51 0.08
H -1.04 -3.97 -0.96 0.14
H -1.70 -2.90 -2.97 0.13
H 0.05 -2.79 -2.86 0.13
H -1.62 -0.45 -1.86 0.06
H -1.44 -0.70 -3.61 0.13
H 0.40 0.21 -4.70 0.13
H 2.79 0.91 -4.69 0.13
H 4.11 0.58 -2.59 0.13
H 2.92 -0.18 -0.55 0.13
C 1.60 4.12 0.37 -0.16
S 0.97 2.64 -0.48 1.06
O 1.16 1.51 0.55 -0.75
C -0.78 3.01 -0.37 -0.45
C -1.38 3.31 0.85 -0.12
C -2.71 3.68 0.86 -0.04
C -3.43 3.73 -0.32 -0.03
C -2.84 3.37 -1.52 -0.04
C -1.50 3.01 -1.55 -0.09
H 1.07 4.25 1.31 0.06
H 1.41 4.95 -0.30 0.08
H 2.67 4.02 0.54 0.07
H -0.82 3.25 1.78 0.12
H -3.18 3.94 1.80 0.12
H -4.46 4.05 -0.31 0.12
H -3.41 3.38 -2.44 0.12
H -1.01 2.76 -2.48 0.11
S -1.65 0.07 0.60 0.52
```

Results
⟨S²⟩: 1.01
2S+1: 2
Charge: +2

---

## x
A molecular structure, C19H29NO2S2Se2V, computed with wB97M-V/def2-TZVPD.

Structure (XYZ):
```
56
Properties=species:S:1:pos:R:3:lowdin_charge:R:1
V 0.22 -0.31 0.50 0.11
C 1.20 -0.88 4.17 -0.30
Se 1.83 -0.35 2.42 1.02
C 2.81 -1.97 1.97 -0.47
C 3.47 -1.82 0.61 -0.45
Se 2.50 -0.71 -0.68 0.97
C 3.62 0.87 -0.55 -0.32
H 0.72 -1.85 4.13 0.05
H 0.50 -0.12 4.51 0.03
H 2.07 -0.90 4.82 0.05
H 2.09 -2.78 1.98 0.05
H 3.54 -2.13 2.75 0.09
H 3.59 -2.79 0.14 0.08
H 4.45 -1.36 0.69 0.08
H 4.62 0.60 -0.86 0.05
H 3.61 1.25 0.47 0.03
H 3.22 1.62 -1.23 0.03
O 1.05 2.04 0.78 -0.20
C 0.51 2.87 1.84 -0.20
C -0.81 3.48 1.44 -0.14
C -1.79 2.42 0.93 -0.12
C -2.05 1.34 1.95 -0.24
C -2.93 1.60 2.98 0.01
C -3.23 0.64 3.92 0.00
C -2.63 -0.61 3.80 -0.02
C -1.75 -0.81 2.77 -0.16
N -1.42 0.13 1.85 0.00
H 1.23 2.60 0.02 0.11
H 1.22 3.64 2.12 0.14
H 0.39 2.22 2.70 0.10
H -0.66 4.22 0.65 0.13
H -1.22 4.01 2.30 0.13
H -1.41 1.98 0.02 0.07
H -2.75 2.89 0.69 0.14
H -3.40 2.58 3.02 0.14
H -3.93 0.84 4.72 0.13
H -2.85 -1.42 4.48 0.13
H -1.27 -1.77 2.66 0.07
C 0.55 0.72 -3.74 -0.21
S -0.85 0.73 -2.64 1.05
O -0.24 0.61 -1.22 -0.70
C -1.63 -0.78 -3.08 -0.41
C -0.96 -2.01 -3.04 -0.11
C -1.65 -3.15 -3.40 -0.05
C -2.98 -3.07 -3.80 -0.03
C -3.64 -1.84 -3.83 -0.04
C -2.96 -0.69 -3.46 -0.07
H 1.13 -0.18 -3.59 0.05
H 1.13 1.62 -3.54 0.07
H 0.14 0.76 -4.75 0.09
H 0.07 -2.07 -2.72 0.09
H -1.15 -4.11 -3.38 0.12
H -3.51 -3.97 -4.09 0.12
H -4.67 -1.78 -4.14 0.12
H -3.46 0.28 -3.48 0.12
S -0.20 -2.27 0.27 0.46
```

Results
⟨S²⟩: 0.94
2S+1: 2
Charge: +2

---

Which of them is most stable? Easy: x.

---

## w
C5H12O2 in the gas phase, computed with wB97M-V/def2-TZVPD.

Structure (XYZ):
```
19
Properties=species:S:1:pos:R:3:lowdin_charge:R:1
C -2.11 1.27 0.11 -0.04
C -1.36 -0.04 0.33 -0.38
C -1.95 -1.23 -0.50 0.02
C 0.90 -0.55 0.69 -0.20
C 2.21 -0.48 -0.10 -0.24
H -3.20 1.05 0.21 0.09
H -1.86 2.21 0.44 0.04
H -2.16 1.54 -0.99 0.10
H -1.58 -0.35 1.27 0.10
H -1.73 -0.92 -1.42 0.06
H -1.61 -2.17 -0.22 0.07
H -2.85 -1.28 -0.38 -0.02
H 1.18 -0.05 1.79 0.19
H 0.85 -1.57 0.75 0.09
H 2.91 -1.08 0.40 0.10
H 1.99 -1.18 -0.94 0.13
H 1.81 1.18 -0.54 -0.10
O 0.00 0.25 -0.06 -0.10
O 2.51 0.84 -0.39 0.09
```

Results
SMILES: CC(C)OCCO
2S+1: 1

---

## x
A molecular structure, C5H12O2, computed with wB97M-V/def2-TZVPD.

Structure (XYZ):
```
19
Properties=species:S:1:pos:R:3:lowdin_charge:R:1
C 0.84 1.67 -1.08 -0.06
O 0.73 0.81 -0.08 -0.20
C -0.12 -0.35 -0.35 -0.39
C 0.71 -1.40 -1.06 -0.04
C -0.66 -0.82 1.00 -0.14
C -1.63 0.16 1.65 -0.26
O -1.01 1.34 2.13 -0.06
H 1.47 1.15 -2.19 0.01
H 2.28 0.99 -1.99 0.13
H 1.58 2.43 -0.74 0.05
H -0.93 0.00 -1.00 0.15
H 1.63 -1.61 -0.49 0.10
H 1.00 -1.09 -2.06 0.07
H 0.14 -2.33 -1.15 0.09
H 0.18 -1.00 1.67 0.13
H -1.17 -1.77 0.83 0.12
H -2.44 0.40 0.92 0.12
H -2.11 -0.31 2.51 0.12
H -0.40 1.64 1.45 0.06
```

Results
2S+1: 1

---

## y
C5H12O2 in the gas phase, computed with wB97M-V/def2-TZVPD.

Structure (XYZ):
```
19
Properties=species:S:1:pos:R:3:lowdin_charge:R:1
C -1.71 -1.97 0.27 -0.10
O -0.34 -1.63 0.31 -0.23
C 0.11 -0.42 0.93 -0.17
C 0.24 0.65 -0.17 -0.34
C -0.11 2.11 0.17 -0.07
C 1.59 0.55 -0.90 -0.25
O 2.03 -0.78 -1.05 -0.06
H -2.37 -1.25 0.78 0.09
H -2.07 -2.09 -0.76 0.09
H -1.83 -2.95 0.77 0.09
H -0.56 -0.10 1.75 0.12
H 1.08 -0.69 1.37 0.13
H -0.52 0.32 -0.88 0.14
H -0.32 2.64 -0.77 0.08
H 0.67 2.66 0.69 0.08
H -1.03 2.16 0.77 0.08
H 1.48 1.05 -1.88 0.12
H 2.39 1.09 -0.37 0.12
H 1.25 -1.35 -1.02 0.07
```

Results
SMILES: COC[C@@H](C)CO
2S+1: 1

---

Which of them is most stable? Easy: y.